# 1
# C7H2Br3O4

A gas-phase ion, C7H2Br3O4 (charge -1) at a distorted geometry (ωB97M-V with the def2-TZVPD basis set, OMol25).

The geometry in XYZ format:
```
16
C7H2Br3O4 (ωB97M-V with the def2-TZVPD basis set)
C 1.265 0.514 0.951
C 0.527 1.173 0.065
C 0.136 -1.681 0.364
C -1.321 1.339 -1.794
C 0.875 -0.849 1.406
C -0.752 0.565 -0.445
C -0.647 -0.934 -0.580
O -1.240 0.674 -2.807
O 0.314 -2.882 0.266
O -1.682 2.464 -1.508
O -1.616 0.294 0.553
Br 1.031 2.920 -0.433
Br 2.459 -1.852 1.953
Br -1.764 -1.897 -1.679
H 2.161 0.941 1.378
H 0.255 -0.789 2.311
```

Calculated values
energy above the lowest of the compared OMol25 structures with the same formula, charge and spin: 164.8 kJ/mol
spin multiplicity: 1
total charge: -1
E_tot: -8290.9234 Eh
LUMO energy: 1.71 eV

---

# 2
# C7H2F5N3

C7H2F5N3 in the gas phase at a distorted geometry (ωB97M-V with the def2-TZVPD basis set, OMol25).

The geometry in XYZ format:
```
17
C7H2F5N3 (ωB97M-V with the def2-TZVPD basis set)
C -0.968 -3.452 0.619
C -1.876 -1.022 0.978
C -1.354 0.310 0.565
C -0.989 -1.972 0.598
C 0.740 0.774 -0.656
C 1.209 2.157 -0.683
C 2.107 1.056 -1.153
N -1.072 -4.586 0.844
N 0.087 -1.361 -0.041
N -0.066 -0.096 -0.080
F -1.105 1.097 1.616
F 1.390 2.849 0.435
F 0.718 2.993 -1.703
F 2.502 1.047 -2.449
F 3.167 0.530 -0.430
H -2.675 -1.230 1.687
H -1.817 0.907 -0.146
```

Calculated values
energy above the lowest of the compared OMol25 structures with the same formula, charge and spin: 155.5 kJ/mol
spin multiplicity: 1
total charge: 0
E_tot: -931.3446 Eh
LUMO energy (alpha / beta): -1.99 / -2.01 eV

---

# 3
# C7H2N2O

C7H2N2O in the gas phase at a distorted geometry (ωB97M-V with the def2-TZVPD basis set, OMol25).

The geometry in XYZ format:
```
12
C7H2N2O (ωB97M-V with the def2-TZVPD basis set)
N -2.792 -2.007 -0.529
C -2.106 -1.136 -0.277
C -1.138 -0.083 -0.091
C -1.922 1.441 -0.107
N -2.280 2.522 -0.053
C 0.278 -0.300 -0.619
C 1.672 -0.017 -0.658
C 2.065 -0.017 0.694
O 1.066 -0.255 1.538
C -0.046 -0.478 0.773
H 2.111 0.108 -1.627
H 3.090 0.220 0.957
```

Calculated values
energy above the lowest of the compared OMol25 structures with the same formula, charge and spin: 0.0 kJ/mol
spin multiplicity: 1
total charge: 0
E_tot: -452.4480 Eh
LUMO energy: -0.57 eV
SMILES: N#CC1(C#N)c2ccoc21

---

# 4
# C7H30NO6

7 unconnected molecules or ions with the total composition C7H30NO6 at a distorted geometry (ωB97M-V with the def2-TZVPD basis set, OMol25).

The geometry in XYZ format:
```
44
C7H30NO6 (ωB97M-V with the def2-TZVPD basis set)
N -6.878 -13.185 -4.842
H -6.962 -13.934 -4.136
H -5.987 -12.689 -4.634
H -7.605 -12.447 -4.781
H -6.840 -13.556 -5.813
C -3.865 -10.731 -3.743
O -4.420 -12.038 -3.899
H -3.858 -10.203 -4.703
H -4.482 -10.166 -3.052
H -2.831 -10.761 -3.402
H -3.734 -12.649 -4.185
C -7.419 -8.676 -9.259
C -6.564 -9.905 -9.072
C -6.614 -10.371 -7.626
O -7.066 -10.998 -9.864
H -7.464 -8.313 -10.289
H -7.061 -7.826 -8.670
H -8.454 -8.861 -8.966
H -5.518 -9.743 -9.349
H -6.070 -9.642 -7.019
H -6.137 -11.343 -7.484
H -7.632 -10.437 -7.238
H -6.928 -10.775 -10.791
C -10.335 -15.167 -5.016
C -11.011 -15.911 -3.883
C -11.113 -15.021 -2.638
O -12.297 -16.362 -4.288
H -9.300 -14.920 -4.769
H -10.877 -14.270 -5.332
H -10.296 -15.753 -5.940
H -10.438 -16.792 -3.597
H -10.125 -14.851 -2.207
H -11.765 -15.435 -1.871
H -11.533 -14.053 -2.930
H -12.827 -15.585 -4.494
O -6.915 -14.129 -7.481
H -6.382 -14.887 -7.744
H -7.465 -13.927 -8.248
O -7.265 -15.307 -2.940
H -6.554 -15.954 -2.864
H -7.769 -15.394 -2.124
O -8.886 -11.220 -4.668
H -9.835 -11.313 -4.804
H -8.717 -10.273 -4.720
```

Calculated values
energy above the lowest of the compared OMol25 structures with the same formula, charge and spin: 0.0 kJ/mol
spin multiplicity: 1
total charge: +1
E_tot: -790.6764 Eh
LUMO energy: -2.62 eV

---

# 5
# C7H31N14O8

8 unconnected molecules or ions with the total composition C7H31N14O8 at a distorted geometry (ωB97M-V with the def2-TZVPD basis set, OMol25).

The geometry in XYZ format:
```
60
C7H31N14O8 (ωB97M-V with the def2-TZVPD basis set)
O -0.794 0.179 -0.166
H -0.464 -0.008 0.716
H -1.378 -0.541 -0.416
H -0.098 0.335 -0.809
C 3.957 1.646 -3.450
O 3.102 1.260 -2.677
N 4.985 1.055 -3.992
N 4.084 2.857 -3.834
H 5.030 0.053 -3.874
H 5.512 1.646 -4.619
H 4.748 3.070 -4.565
H 3.450 3.502 -3.385
C 0.690 -3.045 4.537
O 0.783 -2.067 3.844
N -0.219 -3.930 4.500
N 1.436 -3.400 5.516
H -1.047 -3.715 3.962
H -0.153 -4.773 5.053
H 2.112 -2.692 5.763
H 1.342 -4.290 5.984
C -5.446 -1.528 3.585
O -4.730 -1.012 2.768
N -5.547 -2.809 3.853
N -6.456 -1.029 4.358
H -5.166 -3.496 3.218
H -5.857 -3.167 4.745
H -6.805 -1.629 5.092
H -6.497 -0.022 4.288
C 3.817 2.709 3.321
O 4.537 3.530 3.814
N 4.105 1.608 2.747
N 2.577 2.770 3.436
H 4.996 1.166 2.573
H 3.323 0.971 2.797
H 2.103 3.492 3.959
H 2.014 2.046 3.013
C 0.065 7.036 -0.361
O 0.197 5.911 -0.655
N -0.559 7.937 -1.004
N 0.583 7.552 0.749
H -0.991 7.809 -1.909
H -0.565 8.894 -0.682
H 1.061 7.029 1.469
H 0.387 8.541 0.807
C -3.690 -0.824 -5.898
O -2.740 -0.327 -5.347
N -3.715 -1.889 -6.643
N -4.819 -0.286 -5.866
H -2.910 -2.496 -6.694
H -4.458 -1.912 -7.327
H -4.690 0.600 -5.398
H -5.342 -0.943 -5.305
C 1.446 -5.099 -1.687
O 0.568 -4.428 -1.244
N 2.119 -6.025 -1.095
N 1.761 -4.962 -2.896
H 1.986 -6.218 -0.112
H 2.657 -6.640 -1.689
H 2.489 -5.496 -3.348
H 1.113 -4.505 -3.522
```

Calculated values
energy above the lowest of the compared OMol25 structures with the same formula, charge and spin: 1059.6 kJ/mol
spin multiplicity: 1
total charge: +1
E_tot: -1653.5509 Eh
LUMO energy: -3.72 eV

---

# 6
# C7H35NO13

14 unconnected molecules or ions with the total composition C7H35NO13 at a distorted geometry (ωB97M-V with the def2-TZVPD basis set, OMol25).

The geometry in XYZ format:
```
56
C7H35NO13 (ωB97M-V with the def2-TZVPD basis set)
C 3.885 1.598 -1.733
C 3.277 0.686 -2.528
N 2.176 0.246 -1.809
C 2.063 0.937 -0.544
C 3.103 1.850 -0.552
C 3.420 2.804 0.518
C 0.013 -0.298 0.260
C 0.948 0.702 0.459
H 4.854 2.105 -1.899
H 3.632 0.244 -3.343
H 1.367 -0.376 -2.071
H 4.486 2.960 0.514
H 2.916 3.740 0.311
H 3.082 2.530 1.533
H -0.095 -0.776 -0.625
H -0.596 -0.664 0.998
H 1.085 1.218 1.466
H 3.289 -0.148 1.375
H 2.631 -1.141 2.319
O 3.468 -0.789 1.956
H -0.812 3.324 -1.648
H -1.199 2.228 -0.588
O -1.349 2.629 -1.422
H -4.274 -3.203 -0.568
H -3.252 -2.405 0.040
O -3.321 -3.226 -0.486
H -4.481 1.083 1.442
H -4.627 2.361 0.574
O -4.249 2.066 1.353
H 0.488 -1.585 4.480
H 0.315 -1.777 2.966
O 0.555 -1.158 3.662
H -1.492 -3.879 -0.987
H -1.119 -4.135 -2.575
O -1.035 -3.578 -1.782
H -0.344 -1.848 -2.669
H -0.824 -0.962 -3.897
O 0.007 -1.333 -3.489
H 0.644 -3.243 1.007
H -0.558 -2.486 1.235
O 0.103 -3.046 1.736
H -2.345 0.615 3.945
H -0.581 0.668 3.838
O -1.516 1.013 3.536
H -2.346 3.021 0.931
H -1.554 2.737 2.218
O -1.421 2.869 1.274
H -3.031 -0.280 -1.114
H -2.521 0.163 0.245
O -3.291 -0.163 -0.226
H -2.584 1.512 -3.818
H -2.052 1.518 -2.415
O -2.506 0.906 -3.125
H 2.910 -2.339 0.593
H 2.383 -2.632 -0.921
O 2.277 -2.862 0.049
```

Calculated values
energy above the lowest of the compared OMol25 structures with the same formula, charge and spin: 275.9 kJ/mol
spin multiplicity: 1
total charge: 0
E_tot: -1320.5238 Eh
LUMO energy: 0.14 eV

---

Repeat the sixth record exactly.
# C7H35NO13

14 unconnected molecules or ions with the total composition C7H35NO13 at a distorted geometry (ωB97M-V with the def2-TZVPD basis set, OMol25).

The geometry in XYZ format:
```
56
C7H35NO13 (ωB97M-V with the def2-TZVPD basis set)
C 3.885 1.598 -1.733
C 3.277 0.686 -2.528
N 2.176 0.246 -1.809
C 2.063 0.937 -0.544
C 3.103 1.850 -0.552
C 3.420 2.804 0.518
C 0.013 -0.298 0.260
C 0.948 0.702 0.459
H 4.854 2.105 -1.899
H 3.632 0.244 -3.343
H 1.367 -0.376 -2.071
H 4.486 2.960 0.514
H 2.916 3.740 0.311
H 3.082 2.530 1.533
H -0.095 -0.776 -0.625
H -0.596 -0.664 0.998
H 1.085 1.218 1.466
H 3.289 -0.148 1.375
H 2.631 -1.141 2.319
O 3.468 -0.789 1.956
H -0.812 3.324 -1.648
H -1.199 2.228 -0.588
O -1.349 2.629 -1.422
H -4.274 -3.203 -0.568
H -3.252 -2.405 0.040
O -3.321 -3.226 -0.486
H -4.481 1.083 1.442
H -4.627 2.361 0.574
O -4.249 2.066 1.353
H 0.488 -1.585 4.480
H 0.315 -1.777 2.966
O 0.555 -1.158 3.662
H -1.492 -3.879 -0.987
H -1.119 -4.135 -2.575
O -1.035 -3.578 -1.782
H -0.344 -1.848 -2.669
H -0.824 -0.962 -3.897
O 0.007 -1.333 -3.489
H 0.644 -3.243 1.007
H -0.558 -2.486 1.235
O 0.103 -3.046 1.736
H -2.345 0.615 3.945
H -0.581 0.668 3.838
O -1.516 1.013 3.536
H -2.346 3.021 0.931
H -1.554 2.737 2.218
O -1.421 2.869 1.274
H -3.031 -0.280 -1.114
H -2.521 0.163 0.245
O -3.291 -0.163 -0.226
H -2.584 1.512 -3.818
H -2.052 1.518 -2.415
O -2.506 0.906 -3.125
H 2.910 -2.339 0.593
H 2.383 -2.632 -0.921
O 2.277 -2.862 0.049
```

Calculated values
energy above the lowest of the compared OMol25 structures with the same formula, charge and spin: 275.9 kJ/mol
spin multiplicity: 1
total charge: 0
E_tot: -1320.5238 Eh
LUMO energy: 0.14 eV

---

Look up the spin multiplicity of the fifth one. 1

---

Look up the spin multiplicity of the second one. 1